DFT (the ωB97M-V functional and the def2-TZVPD basis) results for a structure of composition C35H52AsBiO2P3 at a distorted geometry.

Summary:
* maximum force: 2.30 eV/A
* HOMO: -0.531 Ha
* E_tot: -135752.9897 eV
* LUMO: -9.33 eV
* net charge: +3
* 2S+1: 1
* energy above the lowest of the compared OMol25 structures with the same formula, charge and spin: 0.0 kJ/mol

XYZ file:
```
94
C35H52AsBiO2P3 (the ωB97M-V functional and the def2-TZVPD basis)
Bi 0.522 -0.498 0.346
As 0.012 2.999 2.013
P -2.235 -0.192 0.165
P 0.200 -2.608 2.040
P -0.162 -1.392 -2.379
O 0.258 1.343 1.578
O 3.725 -2.021 -0.970
C 1.926 -3.213 2.190
C -0.962 6.098 -1.471
C 1.624 3.626 2.863
C 5.972 -3.306 -3.531
C 5.547 -3.667 -0.784
C -3.028 0.830 1.467
C 1.531 4.816 3.607
C 1.303 -2.446 -2.679
C -0.386 4.141 0.474
C -2.575 0.835 -1.321
C -1.310 1.974 4.400
C 0.069 -0.145 -3.722
C -1.471 -2.593 -2.872
C -0.343 -2.633 3.785
C 3.971 3.463 3.396
C -1.338 2.960 3.397
C -0.631 -4.073 1.307
C 2.837 2.929 2.773
C -2.334 3.948 3.400
C 6.729 -4.130 -1.390
C 3.893 4.664 4.106
C -1.916 5.132 -1.142
C -1.646 4.175 -0.154
C -3.421 -1.578 0.037
C -2.321 1.952 5.369
C 0.294 6.076 -0.849
C -3.328 2.924 5.361
C 2.783 2.592 -2.276
C 6.959 -3.927 -2.754
C 4.677 -2.850 -1.546
C 1.710 3.179 -2.834
C -3.330 3.929 4.386
C 4.809 -2.798 -2.935
C 2.674 5.342 4.218
C 0.581 5.095 0.113
H 0.087 -1.770 4.312
H 0.895 3.566 -2.213
H -2.898 5.136 -1.633
H 7.448 -4.678 -0.783
H 0.574 5.327 3.709
H 3.580 2.136 -2.880
H 1.058 6.816 -1.100
H -1.678 -3.845 1.059
H 2.878 1.986 2.221
H -1.121 -3.157 -3.751
H 1.921 -4.163 2.740
H -4.110 2.904 6.121
H 1.347 -3.266 -1.944
H -1.189 6.878 -2.203
H -0.510 1.230 4.411
H 2.601 6.272 4.776
H 2.225 -1.855 -2.575
H 4.921 2.932 3.320
H -1.636 -3.304 -2.048
H 1.551 5.093 0.618
H 3.758 -2.033 0.008
H -3.243 -2.199 -0.848
H 5.279 -3.925 0.242
H -1.441 -2.558 3.841
H -2.329 4.731 2.637
H -4.123 0.791 1.372
H 4.008 -2.361 -3.539
H -4.104 4.699 4.381
H -2.116 1.829 -1.207
H 0.373 -0.649 -4.653
H 6.100 -3.223 -4.611
H -4.430 -1.153 -0.012
H -0.116 -4.380 0.385
H -3.662 0.955 -1.423
H -0.018 -3.561 4.282
H -2.178 0.378 -2.238
H 2.883 2.540 -1.178
H -2.427 -2.106 -3.112
H 2.545 -2.490 2.737
H -2.431 3.477 0.155
H 1.220 -2.875 -3.688
H 2.359 -3.381 1.196
H -2.321 1.169 6.132
H 1.634 3.329 -3.920
H -2.708 1.879 1.396
H 7.891 -4.280 -3.201
H -3.349 -2.205 0.936
H 4.785 5.077 4.578
H -0.605 -4.913 2.018
H 0.858 0.566 -3.423
H -0.853 0.429 -3.905
H -2.738 0.460 2.457
```

---

DFT (the ωB97M-V functional and the def2-TZVPD basis) results for a structure of composition C35H52AsOP3SeTl at a distorted geometry.

Summary:
* maximum force: 3.08 eV/A
* HOMO (alpha / beta): -0.570 / -0.570 Ha
* E_tot: -197901.4583 eV
* LUMO (alpha / beta): -11.14 / -11.98 eV
* net charge: +3
* 2S+1: 1
* energy above the lowest of the compared OMol25 structures with the same formula, charge and spin: 5.5 kJ/mol

XYZ file:
```
94
C35H52AsOP3SeTl (the ωB97M-V functional and the def2-TZVPD basis)
Tl 0.075 -2.003 -1.006
Se -0.434 2.334 -3.593
As -0.070 -0.906 3.097
P 0.426 2.479 0.529
P 2.202 0.487 -1.102
P -2.217 0.944 -0.974
O 0.059 -0.468 1.467
C -3.526 0.615 0.296
C 0.117 2.644 5.386
C -2.652 -2.079 2.519
C -0.207 -0.952 -6.253
C 0.535 -3.635 3.866
C 0.263 -0.355 -7.420
C 0.570 4.122 -0.286
C 1.816 0.488 4.795
C 3.243 -3.467 3.132
C 0.701 0.978 -7.401
C -2.538 -0.915 4.647
C 3.216 1.899 -1.737
C 0.663 1.701 -6.202
C 1.432 2.621 5.880
C -3.905 -1.150 4.854
C 2.261 1.526 5.614
C 2.567 -0.661 -2.493
C 1.355 -4.772 3.931
C 1.805 2.623 1.753
C -0.524 -3.495 -7.773
C 0.106 1.114 -5.047
C -4.652 -1.819 3.871
C -0.656 -4.380 -6.775
C 0.527 0.532 4.253
C -0.235 -0.243 -5.057
C -1.922 -1.341 3.470
C -0.326 1.608 4.550
C 1.076 -2.420 3.428
C -1.005 2.820 1.644
C -4.021 -2.309 2.723
C -2.863 -0.075 -2.350
C -2.848 2.577 -1.540
C 2.428 -2.329 3.078
C 2.703 -4.696 3.536
C 3.376 -0.157 0.157
H 2.779 2.675 1.245
H -4.364 1.320 0.192
H 3.649 -0.761 -2.623
H 3.227 2.745 -1.033
H 0.141 -5.084 -6.518
H 0.989 2.726 -6.132
H -0.551 -0.739 -4.142
H -3.089 0.723 1.298
H 1.653 3.522 2.363
H -3.895 -0.414 0.194
H -1.950 -0.386 5.404
H -0.535 -1.990 -6.268
H 4.242 1.534 -1.903
H -3.941 2.507 -1.590
H -0.517 -3.696 4.154
H 3.411 0.516 1.024
H -1.610 -4.521 -6.258
H -4.599 -2.866 1.976
H 0.659 4.890 0.487
H 1.782 3.438 6.501
H -2.317 0.122 -3.276
H -4.387 -0.782 5.761
H 0.307 -0.934 -8.354
H 0.930 -5.729 4.244
H -1.280 1.864 2.095
H 1.798 1.742 2.407
H 2.480 -0.317 4.531
H -0.687 3.523 2.416
H -2.747 -1.134 -2.089
H -2.466 2.799 -2.552
H 4.384 -0.254 -0.264
H -1.890 3.201 1.124
H -3.923 0.137 -2.510
H -0.553 3.480 5.603
H 3.329 -5.594 3.550
H 0.359 -3.446 -8.430
H 2.846 -1.382 2.750
H -5.722 -1.992 4.033
H 2.108 -0.297 -3.418
H 3.039 -1.145 0.500
H -0.314 4.305 -0.910
H -1.339 -2.815 -8.063
H -1.330 1.676 4.117
H 1.074 1.416 -8.324
H 3.250 1.464 6.055
H 1.449 4.129 -0.940
H 4.289 -3.389 2.839
H 0.638 2.214 -2.475
H 2.175 -1.670 -2.308
H 2.789 2.231 -2.693
H -2.159 -2.440 1.610
H -2.536 3.389 -0.874
```